Record 1
A structure of composition C33H69Cl20N3O5PS2Si, computed with the ωB97M-V functional and the def2-TZVPD basis.

Last column: Löwdin charge in e.
Element x y z (Å)
C (0.493, -1.715, 4.055)  -0.14
C (-0.395, -1.993, 3.112)  -0.10
C (-1.254, -2.405, 1.785)  -0.18
C (-1.438, -1.101, 0.881)  -0.22
C (0.025, -0.514, 0.616)  -0.52
S (1.392, -1.718, 0.228)  0.77
N (-0.029, 0.470, -0.504)  -0.34
P (1.295, 0.648, -1.544)  0.82
C (1.457, -0.464, -3.041)  -0.31
C (2.923, 1.253, -0.817)  -0.28
C (-1.253, 1.286, -0.596)  -0.38
C (-1.266, 2.271, 0.649)  -0.20
C (-1.574, 1.977, 2.172)  -0.22
C (-1.013, 3.261, 3.042)  -0.14
C (-0.683, 2.727, 4.557)  -0.23
O (0.752, 2.699, 4.833)  -0.15
C (-1.153, 2.387, -1.827)  -0.12
C (-0.168, 3.640, -1.624)  -0.30
O (0.264, 4.081, -2.939)  -0.26
Si (1.403, 5.388, -2.892)  0.47
C (2.220, 5.738, -1.202)  -0.20
C (2.853, 4.895, -4.102)  -0.24
C (0.602, 6.960, -3.683)  -0.20
C (-2.525, 0.267, -0.879)  -0.42
S (-3.933, 1.159, 0.067)  0.88
C (-3.166, 0.370, -2.354)  -0.20
C (-2.363, -0.027, -3.677)  -0.25
N (-2.657, 1.008, -4.758)  -0.02
N (-2.346, -1.173, -0.363)  -0.13
C (-3.563, -1.883, 0.132)  -0.14
C (-4.956, -1.941, -0.625)  -0.22
O (-5.694, -3.101, -0.070)  -0.10
C (-1.658, -2.112, -1.307)  -0.11
O (-2.494, -2.806, -2.280)  -0.17
O (-1.650, -3.722, -2.828)  -0.02
H (1.186, -1.136, 4.762)  -0.06
H (-2.227, -2.829, 2.270)  0.06
H (-0.741, -3.310, 1.300)  0.09
H (-2.116, -0.461, 1.589)  0.15
H (0.429, 0.079, 1.539)  0.12
H (0.948, -3.008, 0.014)  -0.20
H (0.911, -0.008, -3.944)  0.04
H (1.167, -1.573, -2.834)  0.03
H (2.583, -0.507, -3.344)  0.00
H (3.404, 2.051, -1.501)  0.04
H (2.687, 1.787, 0.190)  0.05
H (3.691, 0.386, -0.665)  0.04
H (-0.143, 2.601, 0.767)  0.13
H (-1.943, 3.187, 0.382)  0.13
H (-1.090, 1.062, 2.671)  0.09
H (-2.700, 1.931, 2.484)  0.11
H (-1.833, 4.063, 3.153)  0.12
H (-0.026, 3.682, 2.634)  0.11
H (-1.175, 1.695, 4.729)  0.10
H (-1.148, 3.476, 5.320)  0.13
H (1.279, 2.656, 3.999)  0.05
H (-2.211, 2.887, -1.830)  0.13
H (-0.841, 1.943, -2.827)  0.09
H (-0.725, 4.487, -1.043)  0.14
H (0.772, 3.388, -1.015)  0.07
H (2.448, 4.745, -0.627)  0.04
H (1.617, 6.402, -0.483)  0.05
H (3.269, 6.224, -1.365)  0.06
H (3.885, 4.918, -3.577)  0.04
H (2.706, 3.797, -4.460)  -0.07
H (2.846, 5.535, -5.071)  0.03
H (0.104, 6.597, -4.662)  0.05
H (1.485, 7.694, -3.877)  0.06
H (-0.140, 7.370, -2.907)  0.04
H (-5.118, 1.034, -0.644)  -0.07
H (-3.590, 1.445, -2.544)  0.11
H (-4.163, -0.234, -2.474)  0.12
H (-1.223, -0.131, -3.588)  0.09
H (-2.744, -1.031, -4.135)  0.13
H (-2.475, 1.946, -4.349)  0.06
H (-3.697, 0.999, -4.894)  0.06
H (-3.282, -3.023, 0.157)  0.14
H (-3.850, -1.671, 1.245)  0.16
H (-5.675, -1.051, -0.481)  0.11
H (-4.926, -2.143, -1.767)  0.13
H (-5.238, -3.881, -0.496)  0.11
H (-1.040, -2.955, -0.825)  0.13
H (-0.872, -1.526, -1.944)  0.14
H (-2.028, -4.619, -2.639)  0.15
C (-1.330, -1.399, 7.582)  -0.96
Cl (-0.498, -1.164, 6.038)  0.60
Cl (-2.192, 0.064, 8.071)  0.50
H (-2.047, -2.215, 7.478)  0.02
H (-0.595, -1.650, 8.347)  0.03
C (-3.924, -0.967, -7.523)  -1.06
Cl (-3.575, -1.693, -9.096)  0.51
Cl (-4.971, 0.447, -7.690)  0.50
H (-4.423, -1.705, -6.895)  0.02
H (-2.986, -0.660, -7.059)  0.01
C (4.236, 2.119, -6.471)  -0.97
Cl (3.981, 1.803, -4.746)  0.55
Cl (3.199, 3.428, -7.048)  0.56
H (5.278, 2.398, -6.628)  0.04
H (4.007, 1.214, -7.033)  0.03
C (5.401, -1.516, -3.812)  -1.02
Cl (4.316, -2.493, -2.816)  0.53
Cl (5.051, -1.729, -5.530)  0.52
H (5.268, -0.466, -3.551)  -0.01
H (6.430, -1.817, -3.619)  0.03
C (3.587, 0.766, 5.908)  -1.01
Cl (2.498, -0.210, 6.902)  0.55
Cl (3.257, 0.535, 4.184)  0.54
H (3.447, 1.818, 6.157)  -0.06
H (4.616, 0.471, 6.114)  0.04
C (3.218, -5.851, -1.311)  -1.00
Cl (3.528, -6.733, 0.188)  0.55
Cl (1.709, -4.932, -1.211)  0.53
H (4.042, -5.161, -1.493)  0.00
H (3.146, -6.563, -2.133)  0.04
C (-5.500, -0.480, 5.648)  -1.01
Cl (-3.866, -0.972, 5.184)  0.48
Cl (-5.465, 0.927, 6.717)  0.51
H (-6.062, -0.227, 4.749)  0.03
H (-5.985, -1.306, 6.166)  0.03
C (-3.582, -5.460, 3.677)  -0.98
Cl (-2.749, -4.218, 4.619)  0.54
Cl (-2.869, -5.628, 2.066)  0.52
H (-3.503, -6.413, 4.199)  0.03
H (-4.631, -5.182, 3.572)  0.03
C (5.202, 3.830, 4.932)  -1.01
Cl (4.645, 3.783, 6.609)  0.56
Cl (6.961, 3.977, 4.847)  0.52
H (4.899, 2.910, 4.432)  -0.01
H (4.750, 4.688, 4.433)  0.03
C (5.349, -9.436, 2.329)  -1.04
Cl (4.807, -9.490, 4.011)  0.50
Cl (7.108, -9.301, 2.229)  0.50
H (5.035, -10.351, 1.826)  0.03
H (4.899, -8.573, 1.839)  -0.03

Charge: +1
HOMO level, Eh: -0.33577
Gap between HOMO and LUMO, eV: 6.8
LUMO energy, eV: -2.34
Multiplicity: 1



Record 2
A cluster of 2 separate species, C7H18IN2 in total, computed with the ωB97M-V functional and the def2-TZVPD basis.

Last column: Löwdin charge in e.
Element x y z (Å)
C (2.151, 1.054, 0.559)  -0.08
C (0.767, 1.682, -1.517)  -0.11
C (0.325, 2.947, 0.556)  -0.06
C (-1.259, -2.848, 0.431)  -0.02
C (-0.875, -1.756, -1.569)  -0.08
C (1.014, 1.843, -0.087)  -0.35
C (-0.542, -0.437, 0.520)  -0.69
N (-0.343, -0.587, 1.877)  0.06
N (-0.448, -1.724, -0.177)  -0.23
I (-2.436, 0.556, -0.019)  0.87
H (2.665, 0.239, -0.036)  0.10
H (2.947, 1.837, 0.763)  0.10
H (1.850, 0.675, 1.630)  0.10
H (1.280, 2.423, -2.033)  0.08
H (1.151, 0.678, -1.959)  0.12
H (-0.253, 1.979, -1.798)  0.07
H (1.030, 3.635, 0.869)  0.07
H (-0.433, 3.360, -0.206)  0.11
H (-0.328, 2.489, 1.445)  0.13
H (-0.921, -3.319, 1.347)  0.10
H (-2.254, -2.461, 0.711)  0.09
H (-1.438, -3.639, -0.375)  0.13
H (-0.483, -0.822, -2.003)  0.09
H (-0.573, -2.670, -2.096)  0.12
H (-1.904, -1.807, -1.568)  0.03
H (-0.761, 0.118, 2.369)  0.05
H (-0.402, -1.420, 2.269)  0.03
H (0.471, -2.025, 0.097)  0.17

ΔE to the lowest compared entry with this formula, charge and spin, eV: 4.8642
Charge: +1
HOMO level (alpha / beta), Eh: -0.37767 / -0.40338
Gap between HOMO and LUMO (alpha / beta), eV: 6.0 / 7.6
LUMO energy (alpha / beta), eV: -4.31 / -3.36
Multiplicity: 1



Record 3
The ion C10H25N4O with charge +1, computed with the ωB97M-V functional and the def2-TZVPD basis.

Last column: Löwdin charge in e.
Element x y z (Å)
C (-2.952, -2.333, -0.285)  -0.05
C (-1.718, -1.530, -0.781)  -0.18
N (-1.487, -0.345, 0.105)  0.04
C (-0.311, 0.396, 0.103)  -0.30
C (-0.501, 1.522, 1.247)  -0.45
N (0.723, 1.922, 1.729)  0.20
O (-1.619, 1.883, 1.514)  0.10
N (0.881, -0.389, 0.180)  -0.09
C (0.748, -1.461, 1.262)  -0.20
C (0.535, -0.910, 2.664)  -0.07
C (1.653, -1.125, -0.887)  -0.18
C (3.080, -0.533, -0.765)  -0.04
N (-0.213, 1.395, -1.315)  -0.03
C (0.934, 2.311, -1.272)  0.01
C (-1.455, 2.110, -1.486)  0.00
H (-3.873, -1.820, -0.124)  0.08
H (-3.292, -2.957, -1.033)  0.05
H (-2.612, -2.891, 0.501)  0.05
H (-0.703, -1.991, -0.873)  0.10
H (-2.053, -1.372, -1.842)  0.12
H (-2.141, -0.037, 0.810)  0.13
H (1.514, 1.290, 1.653)  0.11
H (0.630, 2.558, 2.486)  0.12
H (1.647, -2.190, 1.343)  0.16
H (-0.058, -2.065, 1.100)  0.06
H (-0.501, -0.560, 3.015)  0.12
H (0.798, -1.783, 3.273)  0.10
H (1.220, -0.205, 2.813)  0.01
H (1.113, -0.882, -1.787)  0.10
H (1.572, -2.164, -0.796)  0.09
H (3.502, -0.683, 0.223)  0.09
H (3.708, -1.139, -1.299)  0.05
H (3.217, 0.494, -0.965)  0.04
H (-0.157, 0.763, -2.068)  0.14
H (0.676, 2.968, -0.544)  0.07
H (1.947, 1.972, -1.268)  0.09
H (1.061, 2.814, -2.168)  0.09
H (-1.959, 2.425, -0.573)  0.11
H (-1.381, 2.976, -1.967)  0.07
H (-2.174, 1.564, -1.922)  0.08

ΔE to the lowest compared entry with this formula, charge and spin, eV: 4.1706
Charge: +1
HOMO level, Eh: -0.45326
Gap between HOMO and LUMO, eV: 9.8
LUMO energy, eV: -2.50
Multiplicity: 1
SMILES string: CCN[C@@](C(N)=O)(N(CC)CC)[NH+](C)C



| no. | calculated total energy (Ha) |
| --- | --- |
| 1 | -12469.5126 |
| 2 | -684.2921 |
| 3 | -689.9280 |